No. 1
154
Properties=species:S:1:pos:R:3:forces:R:3 method="wB97M-V/def2-TZVPD" charge=+1 orbital_gap_ev=1.05 max_force_ha_per_bohr=0.2348 homo_ev=-9.56 de_lowest_kj_mol=1058.9
Sn 3.312339 5.050528 1.285045 0.1 -0.3 -0.4
N 1.111009 0.764548 0.197775 1.5 2.2 -5.5
S 0.371189 -0.308682 0.860765 -5.1 -7.8 7.6
O 1.093629 -1.559842 1.134715 -0.6 2.1 -0.8
O -1.066051 -0.541862 0.612435 2.5 1.2 -0.5
F 0.356929 0.383478 2.313145 0.0 0.2 -0.1
S 0.992869 0.157248 -1.390625 2.6 0.8 -5.2
O 0.283519 1.041868 -2.324935 0.1 -1.6 2.5
O 1.118879 -1.278362 -1.721255 -1.2 3.2 1.8
F 2.484099 0.644008 -1.727375 0.4 0.0 0.3
C -0.183241 -0.169342 -10.536385 0.9 -0.7 1.2
O 0.683289 -1.220642 -10.030265 1.0 0.7 -0.4
C 1.276199 -0.976982 -8.712355 -2.1 -0.4 -0.6
C 2.532849 -1.712572 -8.364735 0.7 -2.2 -0.6
N 2.342869 -3.197562 -8.483875 0.5 0.7 0.3
C 1.811469 -3.901402 -7.339455 0.0 0.1 -0.6
C 1.937009 -5.412352 -7.409125 -0.5 -0.8 -1.5
O 1.339049 -5.941142 -8.623435 -0.5 0.5 -0.3
C 1.271819 -7.339622 -8.959585 0.7 0.1 1.7
H -1.057041 -0.073882 -9.891825 -0.1 0.2 0.2
H -0.556481 -0.417552 -11.529955 0.5 -0.2 0.0
H 0.399269 0.751688 -10.514145 -0.3 0.3 -0.3
H 0.478509 -1.419602 -8.115795 0.1 0.3 0.9
H 1.396949 0.066748 -8.422255 -0.2 0.3 -0.5
H 2.836439 -1.447022 -7.352115 -0.5 0.0 0.5
H 3.444699 -1.451072 -8.901635 -0.4 0.1 -0.7
H 3.098739 -3.715682 -8.908495 0.1 0.3 -0.2
H 0.801609 -3.516582 -7.197365 -0.2 -0.4 0.4
H 2.410559 -3.723962 -6.446305 0.0 0.6 0.5
H 1.508479 -5.791572 -6.481415 -0.3 -0.4 -0.1
H 3.001309 -5.647602 -7.407615 0.3 -0.2 0.0
H 0.627599 -7.609712 -9.796315 -0.1 1.0 -0.1
H 0.879549 -7.885872 -8.101785 0.0 -0.2 0.2
H 2.256339 -7.752362 -9.179755 0.3 0.1 0.0
C 6.842899 2.532508 1.137885 0.4 0.5 2.3
O 6.821559 3.765508 0.474465 -0.2 0.9 -1.6
C 7.782999 4.012928 -0.612375 -2.1 0.5 0.9
C 7.503939 5.449128 -1.187455 2.3 -1.1 1.1
N 6.398059 5.642848 -2.042235 -1.2 0.9 -0.1
C 6.075629 7.075728 -2.292115 -0.1 -0.5 -0.8
C 4.769249 7.240068 -3.025435 -0.1 -1.6 1.1
O 3.867479 6.411938 -2.222895 0.9 0.8 -1.2
C 2.562349 6.823998 -2.431005 -1.5 0.1 0.8
H 7.030829 2.852288 2.162825 0.1 -0.3 0.6
H 7.673629 1.845898 0.974955 -0.3 -0.1 -0.9
H 5.857949 2.074968 1.230685 0.0 -0.4 -0.9
H 7.633839 3.226938 -1.352695 0.2 0.1 -0.3
H 8.775689 3.938318 -0.168415 0.1 0.2 -0.2
H 8.473369 5.630368 -1.651625 0.3 0.5 -0.5
H 7.472689 6.184738 -0.383705 -0.2 -0.2 0.3
H 6.511179 5.122138 -2.900235 -0.1 0.1 -0.2
H 6.816589 7.630458 -2.867745 0.5 0.0 0.1
H 5.845409 7.645178 -1.391655 0.7 -0.5 0.6
H 4.755119 6.872618 -4.051535 0.0 0.0 -0.1
H 4.482419 8.291158 -2.993255 -0.2 0.0 0.0
H 2.296609 7.346498 -1.512065 -0.7 0.3 0.1
H 1.908899 5.961898 -2.564715 -0.1 0.0 -0.1
H 2.381219 7.525338 -3.245525 0.3 -0.1 -0.2
C 2.088229 3.460028 6.004305 -0.7 1.4 -0.5
O 1.296839 4.468108 5.308275 -0.3 -0.2 0.9
C 0.482379 5.270208 6.209645 0.7 -1.0 -1.4
C -0.543911 6.027378 5.432915 0.7 0.8 0.5
N 0.084389 7.034728 4.559615 0.1 -0.8 -0.9
C -0.875611 7.796078 3.781155 -0.7 -0.3 -0.3
C -1.918461 6.977588 2.959575 1.3 0.2 0.2
O -1.294811 5.813538 2.377615 -0.1 0.5 -0.4
C -2.232661 4.860728 1.820775 0.4 0.1 1.3
H 3.120479 3.702178 5.751495 0.2 -0.5 0.2
H 1.779619 2.472318 5.661825 0.2 0.0 0.1
H 1.927749 3.583588 7.075325 0.2 -0.3 0.0
H 1.126039 5.977198 6.733055 0.1 -0.1 0.4
H -0.095191 4.630548 6.876995 0.4 -0.2 0.4
H -1.061501 6.506738 6.263825 -0.8 0.4 -0.1
H -1.215041 5.324478 4.939325 0.2 0.4 -0.4
H 0.461939 7.803838 5.094435 0.7 -0.6 0.7
H -0.343691 8.519238 3.162945 0.1 -0.1 -0.1
H -1.388181 8.350038 4.567605 -1.0 0.6 -0.5
H -2.298611 7.622098 2.166985 -0.2 0.0 0.0
H -2.717961 6.801848 3.679305 -0.3 -0.9 -0.3
H -1.741931 4.000168 1.366115 0.6 0.4 0.0
H -2.906311 5.279088 1.072915 -0.2 0.2 0.3
H -2.679621 4.460278 2.730695 -1.0 -0.2 -0.4
C 2.539949 -5.542602 7.818945 -1.5 0.6 -0.5
O 3.008989 -4.483642 8.591465 -0.5 0.1 0.2
C 4.407729 -4.406762 8.762635 -1.2 0.6 -0.8
C 4.762279 -5.406432 9.804695 1.6 1.2 1.3
N 4.270209 -4.869462 11.079915 -0.3 -1.0 0.0
C 4.287829 -5.857032 12.165865 -0.9 1.2 1.3
C 3.301629 -5.562122 13.336325 0.9 -0.8 -0.3
O 1.989569 -5.845022 12.991375 -2.8 0.2 1.3
C 1.010049 -5.768112 14.129075 1.0 0.1 -0.6
H 1.632189 -5.910982 8.296845 0.3 -0.7 0.3
H 3.262789 -6.321162 7.575125 0.0 0.0 0.1
H 2.115239 -5.069762 6.933425 0.4 -0.4 -0.7
H 4.405639 -3.355122 9.049265 1.4 -0.1 0.4
H 4.892839 -4.544852 7.796355 0.3 -0.1 0.0
H 5.841439 -5.429692 9.956215 0.3 -0.5 -0.5
H 4.372829 -6.383432 9.518525 0.0 -0.2 0.1
H 3.331689 -4.577902 10.846935 -0.5 -0.1 0.6
H 5.203759 -5.848742 12.756715 0.7 0.3 -0.6
H 4.166349 -6.900382 11.874725 -0.4 -0.1 -0.4
H 3.386149 -4.571792 13.783755 0.2 0.4 -0.3
H 3.661489 -6.267322 14.085525 -0.1 -0.2 0.5
H 1.076609 -6.610182 14.817975 0.2 -0.6 -0.5
H -0.016011 -5.651052 13.780355 0.3 -0.4 -0.6
H 1.131539 -4.936032 14.822605 0.7 0.6 -0.4
C -3.641531 -2.332372 -14.764575 0.1 1.0 -0.5
O -3.763051 -2.825862 -13.473295 -0.4 -0.9 0.8
C -4.921861 -2.422672 -12.764215 0.3 0.6 -0.5
C -4.956661 -2.977102 -11.378415 0.4 0.0 0.0
N -3.667941 -2.806442 -10.646045 -2.2 -1.9 -0.4
C -3.827831 -3.577642 -9.403775 1.2 0.7 0.8
C -4.413741 -2.694062 -8.275515 -0.4 0.3 0.1
O -4.356451 -3.223412 -6.946115 0.2 0.1 -0.8
C -4.984561 -2.528032 -5.861695 0.3 -0.2 -0.5
H -3.236431 -1.321332 -14.722425 0.3 0.3 -0.1
H -4.569711 -2.221492 -15.325175 -0.4 -0.4 0.1
H -2.965731 -2.941662 -15.364715 0.0 -0.2 0.3
H -5.819961 -2.718962 -13.306185 -0.2 0.0 -0.1
H -4.955691 -1.340562 -12.637775 0.2 0.5 -0.4
H -5.327841 -4.001342 -11.413735 1.1 -0.6 0.0
H -5.828781 -2.564412 -10.871275 -0.1 0.9 0.2
H -3.358171 -1.846302 -10.598405 -0.1 0.0 0.3
H -2.838201 -3.843912 -9.032525 0.1 -0.3 -0.1
H -4.355391 -4.486842 -9.692095 -0.1 0.1 0.5
H -5.428531 -2.376452 -8.515145 -0.3 -0.1 0.0
H -3.803501 -1.800172 -8.404645 0.2 0.4 0.6
H -5.824001 -1.887512 -6.132205 -0.4 -0.5 -0.4
H -4.341791 -1.827012 -5.329225 0.7 -0.2 -0.1
H -5.265971 -3.343112 -5.194955 -0.3 0.4 0.2
C -2.582941 -0.835932 7.310305 -0.6 0.1 -0.6
O -3.447281 0.249998 6.899145 2.4 0.0 1.2
C -4.428371 -0.244002 6.080605 -1.3 -0.3 -0.5
C -5.499771 0.836928 5.858785 -0.7 -2.6 -1.4
N -6.639921 0.293548 4.981325 3.0 0.0 3.0
C -7.770191 1.176428 5.111615 0.4 -1.1 -2.0
C -8.712841 0.542748 4.100375 -1.9 0.3 0.0
O -8.276891 0.652388 2.752635 1.1 0.3 -0.1
C -7.783671 -0.501412 2.021845 -1.5 0.9 1.0
H -1.637841 -0.487392 7.726735 -0.4 0.3 0.1
H -2.362521 -1.488972 6.465885 0.3 0.2 -0.5
H -3.110841 -1.527732 7.966685 -0.1 0.3 0.6
H -4.868151 -1.085302 6.616265 -0.6 -0.3 -0.3
H -4.000611 -0.640622 5.159825 0.0 0.0 -0.4
H -5.092391 1.658778 5.269985 0.2 0.7 1.0
H -5.899131 0.932888 6.868455 -0.1 1.2 -0.2
H -6.217681 0.163808 4.073045 -0.7 0.5 -0.3
H -7.525371 2.201058 4.831795 -0.1 0.4 -0.1
H -8.113091 1.174178 6.146265 -0.3 -0.2 -0.1
H -9.695041 1.014628 4.126925 -0.1 0.5 -0.1
H -8.964781 -0.475872 4.395435 0.6 -0.4 -0.1
H -7.500351 -0.119642 1.040975 0.1 -0.1 0.2
H -8.676891 -1.120882 1.941075 0.3 -0.7 -0.4
H -6.972891 -1.034012 2.518915 0.0 0.0 0.0

=====

No. 2
14
Properties=species:S:1:pos:R:3:forces:R:3 method="wB97M-V/def2-TZVPD" charge=0 orbital_gap_ev=9.56 smiles="N[C@H]1C=CN(O)C1=O" max_force_ha_per_bohr=0.0238 homo_ev=-8.75 de_lowest_kj_mol=255.0
C 0.349692 -0.591290 1.075642 1.0 -0.1 0.0
C 0.827418 -1.472622 -0.053088 -0.1 -0.8 0.3
C 0.757489 -0.814920 -1.192683 -0.2 0.4 -1.1
C -0.106397 0.644336 0.316888 -0.5 0.3 0.4
H -0.416085 -1.837037 2.528408 0.0 0.3 -0.4
H -1.211132 -0.412715 2.360005 0.1 -0.2 -0.2
H 1.227733 -0.305282 1.696096 -0.3 0.1 -0.2
H 1.105296 -2.510518 0.066366 0.1 0.2 0.0
H 0.929042 -1.059562 -2.239003 0.2 -0.3 0.4
H -0.790150 1.896148 -1.414239 0.3 -0.5 -0.7
N -0.735709 -1.153268 1.840297 -0.5 0.0 0.6
N 0.335225 0.506126 -0.965804 -0.1 0.2 0.3
O -0.314358 1.218216 -1.968995 -0.3 0.7 0.8
O -0.811956 1.552525 0.719039 0.3 -0.2 -0.3

=====

No. 3
78
Properties=species:S:1:pos:R:3:forces:R:3 method="wB97M-V/def2-TZVPD" charge=0 orbital_gap_ev=9.83 smiles=CC(C)O.CC(C)O.CC(C)O.CC(C)O.CC(C)O.CC(C)O.O.O max_force_ha_per_bohr=0.0306 homo_ev=-9.53 de_lowest_kj_mol=26.9
O -0.256474 -0.600293 0.564687 0.2 0.1 -0.1
H 0.218119 -1.240299 0.001669 0.2 0.0 0.1
H 0.292933 -0.489632 1.351015 -0.1 0.1 0.1
O 1.418645 -1.300716 3.871654 -0.1 -0.1 0.0
H 1.451387 -0.364099 3.618529 0.1 0.0 0.0
H 1.706684 -1.794355 3.099650 0.1 0.0 0.0
C 3.453527 1.349695 2.094856 0.9 0.5 -0.2
C 2.289479 2.237581 2.451343 -0.6 -0.4 -0.4
C 1.683516 2.861558 1.220908 0.2 1.0 -0.6
O 1.301904 1.343625 3.011964 0.1 0.2 0.3
H 4.177387 1.918705 1.499948 -0.1 0.0 0.0
H 3.130254 0.519261 1.467892 -0.1 -0.1 0.1
H 4.017744 0.997679 2.957358 -0.3 -0.2 0.1
H 2.572918 3.020761 3.158227 0.0 -0.2 0.2
H 1.356537 2.084062 0.531188 -0.2 0.1 0.0
H 2.384721 3.516581 0.689484 0.3 -0.3 0.1
H 0.876576 3.569132 1.435859 -0.3 -0.5 0.2
H 0.450074 1.785051 3.105994 0.0 0.1 0.0
C 0.468162 -4.654151 -2.104434 0.8 0.1 -0.3
C -0.017408 -3.359136 -1.490325 -0.3 -0.4 -0.1
C -0.946622 -3.625868 -0.332064 -0.6 -0.2 0.2
O 1.084129 -2.613211 -0.985488 0.1 0.0 0.2
H -0.342847 -5.303267 -2.427046 -0.1 0.0 0.0
H 1.112316 -5.173456 -1.388913 -0.3 -0.1 0.1
H 1.119551 -4.449903 -2.962814 -0.2 0.0 -0.1
H -0.564561 -2.782615 -2.248878 0.2 0.2 0.0
H -1.004621 -2.768277 0.338505 0.0 -0.2 0.0
H -0.637234 -4.515837 0.218728 0.1 0.1 0.2
H -1.968127 -3.805835 -0.677099 0.2 -0.1 -0.1
H 1.837800 -2.690994 -1.594472 -0.2 0.3 -0.1
C -4.681007 -2.280434 0.013085 0.4 -0.4 -0.2
C -4.274602 -1.248594 1.046718 -0.1 0.4 -0.1
C -3.768783 -1.887670 2.324418 0.3 -0.3 -0.2
O -3.330179 -0.340094 0.496242 0.1 0.1 0.0
H -3.819918 -2.906750 -0.243606 0.0 0.0 0.1
H -4.989328 -1.795651 -0.911284 -0.2 0.0 0.1
H -5.456047 -2.956163 0.379909 -0.1 0.2 0.0
H -5.145854 -0.625005 1.267983 0.0 0.0 0.1
H -2.742869 -2.248097 2.181869 -0.1 -0.1 -0.1
H -4.401915 -2.751366 2.536525 0.1 0.1 0.4
H -3.712443 -1.196082 3.161994 -0.3 0.0 0.0
H -2.457742 -0.756637 0.470230 0.0 0.1 0.0
C 3.524500 -0.120411 -1.597669 0.9 1.0 -0.8
C 4.147218 -1.195768 -2.453103 -0.3 -0.7 0.3
C 5.103715 -2.100706 -1.694193 -0.5 0.0 0.2
O 3.032468 -2.000258 -2.910698 0.3 -0.2 -0.3
H 2.808169 -0.495594 -0.873753 0.0 -0.1 0.0
H 3.065097 0.575667 -2.303853 -0.5 0.0 0.4
H 4.320165 0.462056 -1.124149 -0.1 -0.1 0.3
H 4.668635 -0.750718 -3.303680 -0.1 0.0 -0.1
H 4.615975 -2.408157 -0.764592 0.1 0.0 0.0
H 6.020769 -1.567576 -1.451211 0.1 -0.1 0.0
H 5.303746 -3.005011 -2.265342 0.2 0.1 -0.1
H 2.968604 -1.982481 -3.868348 0.0 0.0 0.0
C 0.163636 0.237178 -2.847187 0.5 0.2 -1.1
C 0.014805 1.616459 -2.226123 0.5 -0.5 0.2
C -0.297830 2.766259 -3.166020 -0.8 -0.2 0.4
O -0.957399 1.516822 -1.195686 0.0 0.7 0.1
H 0.886075 0.286951 -3.675056 0.0 0.0 0.1
H -0.748823 -0.169949 -3.286323 -0.2 0.2 0.3
H 0.575295 -0.459358 -2.121201 -0.1 -0.1 0.0
H 1.006399 1.850647 -1.795071 -0.2 0.0 0.1
H -0.129661 3.707779 -2.642184 0.1 0.0 -0.1
H -1.361200 2.750426 -3.423066 0.1 -0.1 -0.2
H 0.302464 2.718438 -4.070811 0.1 0.0 0.0
H -0.627986 0.866484 -0.552216 -0.2 0.0 0.0
C -3.314265 4.802080 2.417482 -0.3 0.6 0.0
C -2.476370 3.919002 1.510460 -0.2 -0.1 -0.7
C -2.183407 2.568392 2.123241 0.1 -0.3 1.3
O -3.151412 3.685547 0.252929 0.4 0.1 0.7
H -2.728300 5.594883 2.890088 0.2 -0.2 0.0
H -3.819544 4.263246 3.219265 -0.1 -0.2 -0.1
H -4.059919 5.339421 1.825824 0.0 -0.2 0.0
H -1.556006 4.471502 1.272911 0.1 -0.2 0.1
H -1.698666 2.712846 3.103475 0.2 0.0 -0.2
H -1.604457 1.868465 1.518181 0.2 0.3 -0.2
H -3.094515 2.022181 2.381145 -0.2 0.2 -0.3
H -2.603781 2.974089 -0.105447 -0.3 -0.1 -0.7